C19H26N2O6S | ωB97M-V/def2-TZVPD

The geometry in ORCA input format:
```
! RIJCOSX wB97M-V def2-TZVPD def2/J DEFGRID3
* xyz 0 1
C 5.26656 2.66668 1.39179
C 5.64229 2.99641 -0.05137
O 6.33936 1.97942 -0.73462
C 5.60149 0.82410 -1.06873
C 5.82264 -0.33282 -0.08652
H 5.39057 -0.09601 0.88538
H 6.89662 -0.46846 0.04459
C 5.21092 -1.64256 -0.59005
N 3.77635 -1.55878 -0.73461
C 2.93141 -1.90173 0.26331
O 3.29588 -2.38144 1.32092
C 1.50992 -1.65588 -0.05509
C 0.38775 -1.94324 0.67188
C -0.71238 -1.47635 -0.12077
C -2.09615 -1.46391 0.03695
C -2.84288 -0.91073 -0.97589
C -2.27456 -0.37620 -2.12937
C -0.90517 -0.37675 -2.30748
C -0.13922 -0.93066 -1.29101
O 1.20241 -1.03966 -1.24734
H -0.44595 0.02877 -3.19426
H -2.93692 0.02576 -2.87940
S -4.61961 -0.87207 -0.76973
O -5.21154 -0.34595 -1.96971
O -5.07097 -2.14432 -0.29056
N -4.71811 0.20764 0.51700
C -5.80156 -0.01873 1.45569
H -5.90120 -1.09639 1.57870
C -7.10468 0.58971 0.93345
H -7.89580 0.52509 1.68213
O -6.94045 1.96291 0.65174
C -5.94774 2.16406 -0.33112
H -5.88496 3.24291 -0.48327
C -4.59871 1.59921 0.12743
H -3.86660 1.65894 -0.67844
H -4.23275 2.15795 0.99524
H -6.23788 1.67062 -1.26873
H -7.40916 0.05154 0.02319
H -5.52240 0.44401 2.40771
H -2.58401 -1.87469 0.90488
C 0.29603 -2.60195 1.99691
H -0.29456 -3.51339 1.91752
H -0.19975 -1.94214 2.70741
H 1.29092 -2.84299 2.35834
H 3.39894 -1.11893 -1.55824
H 5.64380 -1.92071 -1.55412
H 5.40833 -2.43240 0.13873
H 5.96018 0.51815 -2.05983
H 4.53299 1.06669 -1.14624
H 6.32999 3.84612 -0.06550
H 4.73604 3.27197 -0.61377
H 4.48387 1.91290 1.43422
H 6.13844 2.30250 1.92891
H 4.90195 3.56580 1.88177
*
```

Results
Molecular weight   410.49 Da
LUMO energy   0.009 eV
Energy relative to the best compared isomer or geometry (same formula, charge and spin)   59.8 kcal/mol
SMILES   CCOCCCNC(=O)c1oc2ccc(S(=O)(=O)N3CCOCC3)cc2c1C
HOMO-LUMO gap   0.3305 Ha